Record 1
The following is a quantum chemistry calculation of a cluster of 2 separate species, C5H12O2 in total, from the Open Molecules 2025 dataset.

```
19
Properties=species:S:1:pos:R:3:forces:R:3:lowdin_charge:R:1
C -0.366682 -2.060332 -1.251644 0.03 0.18 -0.01 0.030
C 0.120315 -0.841365 -1.020685 -0.32 -0.20 0.02 -0.414
O 1.277474 -0.358516 -1.558338 0.10 -0.16 -0.15 0.039
C -0.583520 0.200757 -0.176920 0.04 -0.17 0.22 -0.359
O -1.387179 1.022983 -1.014389 0.12 0.17 -0.24 -0.015
C 0.361991 1.052349 0.674875 0.08 -0.03 -0.04 -0.207
C -0.403822 2.062914 1.525905 -0.06 0.01 0.03 -0.100
H 0.137724 -2.779900 -1.893151 -0.04 0.14 0.07 0.067
H -1.305558 -2.361532 -0.803007 0.13 0.06 -0.02 0.070
H 1.660819 -1.037041 -2.131020 -0.04 0.15 0.07 0.115
H -1.289199 -0.322522 0.478074 0.07 0.07 -0.12 0.151
H -0.785117 1.448657 -1.640357 -0.17 0.01 0.03 0.103
H 1.057155 1.573297 0.004542 -0.09 -0.07 0.08 0.113
H 0.975851 0.399172 1.307877 -0.11 0.05 -0.12 0.102
H -1.069762 2.661850 0.898120 0.10 -0.06 0.11 0.071
H -1.021387 1.559201 2.278815 0.09 0.06 -0.10 0.077
H 0.278686 2.741112 2.048280 -0.09 -0.13 -0.07 0.071
H 1.480570 -2.118837 1.397646 0.06 -0.07 0.08 0.055
H 1.037426 -2.301673 0.828200 0.10 0.00 0.15 0.030
```
Positions in Å, forces in eV/Å.

Summary:
energy above the lowest of the compared OMol25 structures with the same formula, charge and spin = 49.1 kcal/mol
E_HOMO = -9.1 eV
LUMO energy = 0.77 eV
frontier orbital gap = 9.88 eV


Record 2
The following is a quantum chemistry calculation of the ion C2H9N6O3S2 with charge +1, from the Open Molecules 2025 dataset.

```
22
Properties=species:S:1:pos:R:3:forces:R:3:lowdin_charge:R:1
N 1.284721 -1.171178 1.922454 1.35 -2.00 2.23 0.221
C 1.418340 -0.087077 1.190569 0.48 -1.80 1.60 -0.412
N 2.498226 0.684812 1.405944 -1.15 0.81 -0.48 0.223
N 0.440143 0.148718 0.350174 -0.44 1.22 -0.32 -0.134
N -0.497981 -0.801875 0.035821 0.03 -0.12 -0.30 0.155
C -1.651161 -0.427205 -0.440128 -0.02 0.02 -0.33 -0.450
N -2.594151 -1.427422 -0.635599 -0.26 -0.29 -0.52 0.126
N -2.031500 0.822013 -0.858300 0.23 -1.30 0.50 0.193
O 0.621519 1.308089 -0.365731 0.13 0.67 -0.71 -0.218
S 1.890151 1.187202 -1.490536 0.27 -1.40 -1.29 0.335
O 2.332940 -0.151797 -1.334753 0.24 -0.21 0.29 -0.283
O 2.730452 2.294296 -1.288898 0.27 1.05 0.47 -0.256
S 0.914439 1.228082 -3.255385 -0.92 0.19 -0.98 0.683
H 0.762421 -1.980968 1.731672 -1.86 -0.19 -1.32 0.107
H 1.984166 -1.596805 2.540303 0.48 1.58 -0.38 0.156
H 2.388894 1.571629 0.917678 0.73 0.16 0.68 0.098
H 2.778218 0.711243 2.381440 0.23 0.18 -0.33 0.149
H -2.592190 -1.801405 -1.588613 -0.30 0.68 0.12 0.119
H -2.438496 -2.233632 -0.059376 0.28 -0.14 0.51 0.092
H -2.985701 1.077042 -0.657114 -0.14 -0.16 -0.25 0.125
H -1.348531 1.501776 -0.640947 0.30 1.08 -0.01 0.063
H 1.695447 2.041605 -4.019765 0.06 -0.04 0.80 -0.091
```
Positions in Å, forces in eV/Å.

Summary:
energy above the lowest of the compared OMol25 structures with the same formula, charge and spin = 6.2 kcal/mol
E_HOMO = -13.0 eV
net charge = +1
LUMO energy = -3.15 eV
frontier orbital gap = 9.82 eV


Record 3
The following is a quantum chemistry calculation of a cluster of 3 separate species, C8H19NO in total, from the Open Molecules 2025 dataset.

```
29
Properties=species:S:1:pos:R:3:forces:R:3:lowdin_charge:R:1
C -0.059353 -0.666377 -0.337162 -0.75 3.66 -2.68 -0.441
C 0.330958 -0.202548 0.951862 0.82 -3.86 2.97 -0.390
C -0.449015 1.299702 -1.092429 -0.29 -2.21 -0.37 -0.304
C -1.351260 -1.403811 -0.560598 -0.62 -0.03 -0.13 -0.028
C -0.676410 0.460928 1.856405 0.04 -0.10 0.03 -0.058
C 1.721851 0.353990 1.121944 0.04 0.10 0.06 -0.061
C 0.497961 -2.146832 1.750840 0.08 2.64 -0.29 0.015
C -0.342799 1.078840 -2.582396 0.02 0.18 -0.06 -0.111
N 0.292877 2.422023 -0.647242 0.25 0.02 0.52 0.017
O 0.998155 -1.125088 -1.100345 0.18 -0.33 -0.02 0.001
H 0.678842 -1.746211 -1.762974 -0.03 0.14 0.07 0.104
H -1.481030 1.359717 -0.748776 0.01 0.10 -0.01 0.106
H -0.266981 3.228904 -0.410807 0.15 -0.03 -0.10 0.083
H 1.103431 2.656674 -1.206715 -0.27 0.01 0.03 0.086
H -1.219086 -2.342135 -1.102818 0.33 -0.07 0.04 0.090
H -2.080452 -0.848577 -1.153176 0.14 0.25 -0.08 0.078
H -1.880578 -1.671949 0.347913 0.19 0.05 0.32 0.075
H -1.705199 0.179951 1.645524 -0.07 -0.02 -0.07 0.078
H -0.461372 0.181904 2.888827 -0.01 0.02 0.00 0.084
H -0.581285 1.545920 1.798201 -0.06 0.06 -0.14 0.078
H 2.443239 -0.175802 0.506805 0.06 -0.03 0.06 0.083
H 2.014285 0.295625 2.170932 0.03 -0.18 0.01 0.081
H 1.740669 1.415246 0.868713 -0.07 -0.12 -0.13 0.063
H 1.002063 -2.815448 1.058297 -0.04 0.15 -0.12 0.025
H -0.483250 -2.505266 2.051347 -0.05 0.07 -0.08 0.018
H 1.116625 -1.930385 2.617381 0.04 -0.15 0.09 0.017
H -0.995798 0.280648 -2.927525 -0.05 -0.10 -0.07 0.064
H -0.589349 1.995744 -3.136821 -0.11 -0.11 0.07 0.074
H 0.682262 0.824611 -2.865210 0.05 -0.11 0.10 0.072
```
Positions in Å, forces in eV/Å.

Summary:
energy above the lowest of the compared OMol25 structures with the same formula, charge and spin = 99.7 kcal/mol
E_HOMO = -6.5 eV
LUMO energy = 0.80 eV
frontier orbital gap = 7.28 eV


Record 4
The following is a quantum chemistry calculation of a cluster of 2 separate species, C6H15N3O in total, from the Open Molecules 2025 dataset.

```
25
Properties=species:S:1:pos:R:3:forces:R:3:lowdin_charge:R:1
C 0.670029 0.107636 -2.148033 -0.13 -0.05 0.07 -0.064
C 0.172013 -1.061151 -1.333630 0.10 0.11 -0.01 -0.331
C 1.032268 -2.284108 -1.173278 0.01 -0.05 -0.01 -0.094
C 0.788846 -1.378238 0.001479 -0.13 -0.04 0.05 -0.325
C -0.052420 -1.861763 1.157606 0.09 0.10 -0.13 -0.074
H 0.396633 -0.006718 -3.197267 0.05 -0.02 -0.06 0.076
H 0.253227 1.047778 -1.787762 0.02 0.04 -0.01 0.046
H 1.754772 0.182346 -2.085196 0.09 0.01 0.00 0.081
H -0.894369 -1.245273 -1.423884 -0.02 -0.09 0.06 0.127
H 2.010386 -2.280710 -1.633283 0.04 0.07 -0.06 0.099
H 0.552158 -3.252915 -1.174882 -0.05 -0.04 0.07 0.100
H 1.615227 -0.741065 0.296121 0.04 0.03 -0.09 0.130
H 0.547767 -2.452742 1.850348 -0.02 -0.05 0.04 0.074
H -0.873583 -2.484266 0.803092 -0.06 -0.06 0.00 0.080
H -0.476663 -1.022625 1.710416 -0.06 0.04 0.05 0.053
N -2.231935 1.228926 0.296252 0.15 0.31 -0.19 0.024
N -1.410977 1.765476 1.324749 -1.06 0.25 -0.61 -0.098
C -0.168532 2.396125 0.903080 -0.30 -1.87 -0.41 -0.609
N 0.674492 2.040050 1.892708 -1.99 -0.20 0.94 0.141
O 0.054555 2.824569 -0.202961 -0.10 0.54 0.21 0.052
H -1.816709 0.340645 0.018541 -0.05 0.18 0.12 0.051
H -2.175613 1.840895 -0.521432 -0.03 -0.08 0.16 0.078
H -1.972528 2.322829 1.963840 0.10 0.04 -0.29 0.120
H -0.055843 1.558434 2.563872 3.27 0.95 -0.68 0.157
H 1.606799 2.415866 1.899507 0.05 -0.12 0.78 0.105
```
Positions in Å, forces in eV/Å.

Summary:
energy above the lowest of the compared OMol25 structures with the same formula, charge and spin = 49.8 kcal/mol
E_HOMO = -9.9 eV
LUMO energy = 0.84 eV
frontier orbital gap = 10.69 eV


Record 5
The following is a quantum chemistry calculation of a cluster of 2 separate species, C4H10NO2 in total, from the Open Molecules 2025 dataset.

```
17
Properties=species:S:1:pos:R:3:forces:R:3:lowdin_charge:R:1
C 0.912432 1.591773 -0.352883 0.54 0.97 -0.21 -0.145
O 1.783488 1.471589 -1.420496 -0.03 -0.25 -0.15 0.011
C 0.394715 0.098041 -0.226677 -0.42 -0.97 0.45 -0.271
C -0.322378 -0.011924 1.070119 0.52 1.59 -1.03 0.314
C -1.408368 -1.896622 1.164089 -0.69 -1.10 1.43 -0.089
O -1.539754 -2.139869 -0.016501 0.30 0.64 -0.60 0.101
N -0.297291 -0.266973 -1.424842 0.83 -1.34 0.22 0.417
H 0.066916 2.250214 -0.574827 -0.18 -0.17 0.14 0.159
H 1.403297 1.918162 0.570471 -0.08 -0.14 0.12 0.161
H 2.227598 2.306337 -1.635625 0.05 0.02 0.10 0.157
H 1.307404 -0.521822 -0.190156 0.12 0.13 -0.29 0.211
H -1.226160 0.585567 1.213755 -0.23 -0.45 0.03 0.159
H 0.275397 -0.225639 1.959364 -0.11 -0.18 -0.08 0.160
H -0.561836 -2.347825 1.726307 0.01 0.12 -0.08 0.154
H -2.224912 -1.414878 1.736231 0.08 -0.06 -0.06 0.148
H 0.273026 -0.446794 -2.275739 -0.17 0.88 0.16 0.211
H -1.063575 -0.949338 -1.322591 -0.53 0.29 -0.15 0.142
```
Positions in Å, forces in eV/Å.

Summary:
energy above the lowest of the compared OMol25 structures with the same formula, charge and spin = 116.0 kcal/mol
E_HOMO (spin up / spin down) = -19.9 / -19.9 eV
2S+1 = 2
net charge = +2
LUMO energy (spin up / spin down) = -13.36 / -13.69 eV
frontier orbital gap (spin up / spin down) = 6.58 / 6.24 eV


Number 1: DFT total energy -348.12656 Eh. Number 2: DFT total energy -1431.92140 Eh. Number 3: DFT total energy -446.07385 Eh. Number 4: DFT total energy -477.06162 Eh. Number 5: DFT total energy -362.70643 Eh.